[1]
Entry from the OMol25 dataset: a single C3H3IO2 molecule (the ωB97M-V functional and the def2-TZVPD basis).

Values from the calculation:
lowest unoccupied orbital energy: -1.09 eV
energy relative to the best compared isomer or geometry (same formula, charge and spin): 90.3 kcal/mol
net charge: 0

Last column: Mulliken charge in e.
Atoms and positions in Å:
1 C 1.6861 -0.1889 0.1122  -0.49
2 C -0.7890 0.4526 -0.2343  0.28
3 C 0.5778 -0.0143 -0.7540  -0.16
4 O -1.1207 0.6051 1.0453  -0.37
5 O -0.6358 -0.7865 -0.7663  -0.32
6 I 1.3790 -1.6527 1.5565  0.10
7 H -0.6549 -0.0386 1.6135  0.18
8 H -1.2550 1.2332 -0.8362  0.37
9 H 0.8126 0.3901 -1.7367  0.41


[2]
Entry from the OMol25 dataset: a molecular structure, C2H5OPS (the ωB97M-V functional and the def2-TZVPD basis).

Values from the calculation:
lowest unoccupied orbital energy: 0.36 eV
energy relative to the best compared isomer or geometry (same formula, charge and spin): 43.0 kcal/mol
net charge: 0

Last column: Mulliken charge in e.
Atoms and positions in Å:
1 C -1.1279 0.9357 -0.4839  -0.66
2 C 0.2368 -0.6507 0.6984  -0.15
3 O 1.1939 -1.5253 -0.2364  -0.53
4 P 0.4750 1.2433 0.5098  -0.03
5 S -1.5435 -0.6888 0.2322  -0.12
6 H -1.8057 1.8038 -0.4576  0.39
7 H -0.8069 0.8151 -1.5802  0.27
8 H 0.5219 -0.9369 1.6264  0.50
9 H 1.5871 -2.1635 0.2754  0.28
10 H 1.2693 1.1674 -0.5840  0.05


[3]
Entry from the OMol25 dataset: 5 unconnected molecules or ions with the total composition C27H26O17Si (the ωB97M-V functional and the def2-TZVPD basis).

Values from the calculation:
lowest unoccupied orbital energy: -1.57 eV
SMILES: O=C1C=C(O)C(=O)C=C1O.O=C1C=C(O)C(=O)C=C1O.O=C1C=C(O)C(=O)C=C1O.O=C1C=C(O)C(=O)C=C1O.CCCO[SiH3]
net charge: 0

Last column: Mulliken charge in e.
Atoms and positions in Å:
1 O -1.3783 -2.0113 -0.1712  -0.61
2 C -1.3134 -1.0349 -0.9039  0.88
3 C -0.0836 -0.5208 -1.4359  -0.64
4 C -0.1179 0.5862 -2.1983  -0.04
5 O 0.9528 1.1571 -2.7103  -0.48
6 C -1.4254 1.3102 -2.5138  1.26
7 O -1.3016 2.3268 -3.1743  -0.57
8 C -2.6591 0.7787 -2.0049  -1.12
9 C -2.6227 -0.3295 -1.2402  0.34
10 O -3.7026 -0.8697 -0.7218  -0.58
11 H 0.8395 -1.0204 -1.1792  0.47
12 H 0.6570 1.9469 -3.2130  0.23
13 H -3.5836 1.2889 -2.2356  0.50
14 H -3.4755 -1.6490 -0.1720  0.29
15 O -3.6526 4.3059 2.5545  -0.64
16 C -2.6907 3.6600 2.1745  1.12
17 C -2.2711 2.3922 2.7092  -0.92
18 C -1.1828 1.8033 2.1842  0.34
19 O -0.7353 0.6302 2.5833  -0.57
20 C -0.3732 2.4414 1.0632  0.80
21 O 0.6112 1.8276 0.6811  -0.32
22 C -0.8044 3.6975 0.5081  -1.11
23 C -1.8981 4.2792 1.0271  0.37
24 O -2.3987 5.4286 0.6178  -0.60
25 H -2.8465 1.9434 3.5061  0.48
26 H 0.0583 0.3903 2.0614  0.27
27 H -0.2375 4.1320 -0.3036  0.42
28 H -3.1827 5.5883 1.1864  0.39
29 O 1.8645 -1.0173 1.9818  -0.50
30 C 2.8344 -1.6299 1.5673  0.91
31 C 3.2679 -2.9028 2.0850  -1.21
32 C 4.3412 -3.4862 1.5292  0.27
33 O 4.8379 -4.6503 1.9045  -0.59
34 C 5.1142 -2.8532 0.3775  1.09
35 O 6.0733 -3.4901 -0.0243  -0.63
36 C 4.6765 -1.5854 -0.1434  -0.77
37 C 3.6052 -0.9966 0.4153  0.19
38 O 3.1342 0.1663 0.0111  -0.42
39 H 2.7101 -3.3494 2.8954  0.48
40 H 5.6104 -4.8048 1.3194  0.39
41 H 5.2221 -1.1394 -0.9627  0.51
42 H 2.3704 0.4202 0.5700  0.26
43 O -4.1821 -7.0699 4.3315  -0.64
44 C -4.0749 -6.0990 3.6000  1.17
45 C -2.8512 -5.6041 3.0364  -0.90
46 C -2.8922 -4.5111 2.2509  0.40
47 O -1.8182 -3.9946 1.6988  -0.48
48 C -4.1980 -3.7848 1.9459  0.84
49 O -4.1307 -2.7949 1.2338  -0.48
50 C -5.4287 -4.2849 2.5009  -1.23
51 C -5.3802 -5.3766 3.2812  0.33
52 O -6.4297 -5.9370 3.8504  -0.58
53 H -1.9275 -6.1197 3.2567  0.47
54 H -2.0411 -3.2042 1.1632  0.35
55 H -6.3489 -3.7668 2.2724  0.45
56 H -6.0723 -6.7016 4.3529  0.38
57 C 4.6320 2.8523 -2.2827  -0.86
58 C 3.8385 2.7565 -3.5962  0.04
59 C 3.0978 4.0383 -4.0018  -0.67
60 O 1.7015 3.7738 -4.1397  -0.18
61 Si 0.4870 4.8482 -3.8348  0.38
62 H 4.3324 2.0819 -1.5696  -0.03
63 H 5.7071 2.7406 -2.4365  0.32
64 H 4.4818 3.8167 -1.7904  0.35
65 H 3.0790 1.9764 -3.5152  0.02
66 H 4.4993 2.4522 -4.4113  0.40
67 H 3.2506 4.8180 -3.2456  0.44
68 H 3.4621 4.4338 -4.9544  0.21
69 H -0.0484 4.6001 -2.4780  -0.09
70 H 0.9827 6.2465 -3.8867  -0.19
71 H -0.5716 4.6535 -4.8373  -0.13


| no. | DFT total energy (eV) | maximum force (eV/Å) |
| --- | --- | --- |
| 1 | -15350.623 | 0.9 |
| 2 | -24324.375 | 5.7 |
| 3 | -71104.748 | 0.5 |